Record 1
Molecular formula: C35H27GdN5O7P
Method: DFT, ωB97M-V/def2-TZVPD

The total energy is -3257.3888 Eh. Its spin multiplicity is 8. The calculation puts the LUMO energy (spin up / spin down) at 0.0 / -3.3 eV. The HOMO-LUMO gap (spin up / spin down) is 0.19049 / 0.14825 Ha. The value obtained for the energy above the lowest of the compared OMol25 structures with the same formula, charge and spin is 141.4 kJ/mol.

Each line ends with the Löwdin spin population.
CARTESIAN COORDINATES (ANGSTROEM)
1 Gd -0.05 0.31 0.85  5.026
2 C -1.29 3.51 0.21  0.022
3 N -0.99 2.35 -0.63  0.002
4 C -2.09 1.83 -1.44  0.001
5 C -2.92 0.90 -0.60  -0.001
6 N -2.70 0.73 0.67  -0.003
7 C -3.63 -0.24 1.07  0.000
8 C -3.81 -0.85 2.31  0.000
9 C -4.74 -1.87 2.39  0.000
10 C -5.48 -2.28 1.27  0.000
11 C -5.32 -1.66 0.04  0.000
12 C -4.39 -0.64 -0.02  0.000
13 N -3.95 0.15 -1.08  0.000
14 C -0.75 3.35 1.61  0.162
15 N -0.74 2.21 2.24  0.068
16 C -0.16 2.47 3.48  0.195
17 C 0.13 1.60 4.53  0.451
18 C 0.73 2.13 5.64  0.072
19 C 1.05 3.50 5.72  0.372
20 C 0.78 4.37 4.69  0.487
21 C 0.17 3.82 3.57  0.044
22 N -0.24 4.36 2.36  0.035
23 H -0.92 4.45 -0.22  0.002
24 H -2.38 3.60 0.29  0.009
25 H -0.17 2.53 -1.21  0.000
26 H -2.73 2.63 -1.85  0.000
27 H -1.67 1.27 -2.27  0.000
28 H -3.22 -0.57 3.17  0.000
29 H -4.88 -2.39 3.32  0.000
30 H -6.17 -3.10 1.36  0.000
31 H -5.87 -1.99 -0.84  0.000
32 H -4.10 -0.05 -2.06  0.000
33 H -0.11 0.54 4.47  0.023
34 H 0.98 1.49 6.48  -0.005
35 H 1.53 3.88 6.62  0.016
36 H 1.03 5.42 4.75  0.028
37 H -0.14 5.32 2.06  0.000
38 O 2.04 0.17 1.77  0.001
39 C 2.39 0.97 0.84  -0.003
40 O 1.70 2.00 0.60  -0.003
41 C 3.36 0.51 -0.22  0.000
42 P 2.27 0.05 -1.67  -0.002
43 C 2.13 -1.76 -1.57  0.000
44 C 1.61 -2.46 -2.66  0.000
45 C 1.26 -3.79 -2.55  0.000
46 C 1.40 -4.45 -1.34  0.000
47 C 1.90 -3.77 -0.24  0.000
48 C 2.26 -2.43 -0.35  0.000
49 C 3.39 0.32 -3.09  -0.001
50 C 3.42 1.59 -3.67  0.000
51 C 4.29 1.86 -4.71  0.000
52 C 5.14 0.87 -5.19  0.000
53 C 5.12 -0.39 -4.62  0.000
54 C 4.25 -0.66 -3.57  0.000
55 H 3.98 -0.32 0.12  0.000
56 H 3.97 1.35 -0.56  0.000
57 H 1.45 -1.95 -3.61  0.000
58 H 0.85 -4.31 -3.40  0.000
59 H 1.10 -5.49 -1.25  0.000
60 H 1.99 -4.26 0.72  0.000
61 H 2.60 -1.91 0.53  0.000
62 H 2.75 2.36 -3.31  0.000
63 H 4.30 2.85 -5.16  0.000
64 H 5.82 1.09 -6.01  0.000
65 H 5.77 -1.17 -4.98  0.000
66 H 4.24 -1.65 -3.13  0.000
67 O -2.99 -4.91 -0.70  0.000
68 C -2.42 -3.90 -0.39  0.000
69 C -2.14 -2.69 -1.29  0.000
70 O -2.60 -2.48 -2.40  0.000
71 C -1.26 -1.84 -0.52  -0.001
72 C -1.13 -2.30 0.83  0.000
73 O -0.53 -1.62 1.76  0.002
74 C -1.83 -3.57 1.00  0.001
75 O -1.94 -4.25 2.00  0.001
76 O -0.71 -0.74 -0.94  0.000

---

Record 2
Molecular formula: C2H7OPS
Method: DFT, ωB97M-V/def2-TZVPD

The total energy is -895.0952 Eh. Its spin multiplicity is 1. The SMILES is C=O.CSP. The calculation puts the LUMO energy at 0.7 eV. The HOMO-LUMO gap is 0.33574 Ha. The value obtained for the energy above the lowest of the compared OMol25 structures with the same formula, charge and spin is 317.3 kJ/mol.

Each line ends with the Mulliken charge.
CARTESIAN COORDINATES (ANGSTROEM)
1 C -1.95 -0.04 -0.78  -0.769
2 C 2.27 -0.81 -0.83  -0.023
3 O 1.33 -0.58 -1.53  -0.384
4 P -0.53 1.37 1.68  -0.074
5 S -0.67 -0.44 0.48  -0.146
6 H -1.92 1.09 -0.92  0.272
7 H -1.78 -0.78 -1.49  0.309
8 H -2.92 -0.19 -0.25  0.287
9 H -0.12 0.55 2.90  0.064
10 H 2.90 -0.13 -0.17  0.216
11 H 2.64 -1.85 -0.51  0.201
12 H 0.76 1.82 1.43  0.047

---

Record 3
Molecular formula: C4H7P3
Method: DFT, ωB97M-V/def2-TZVPD

The total energy is -1180.4177 Eh. Its spin multiplicity is 1. The SMILES is CC#P(C)C=P#P. The calculation puts the LUMO energy (spin up / spin down) at -2.4 / -1.9 eV. The HOMO-LUMO gap (spin up / spin down) is 0.19796 / 0.21951 Ha. The value obtained for the energy above the lowest of the compared OMol25 structures with the same formula, charge and spin is 535.8 kJ/mol.

Each line ends with the Mulliken charge.
CARTESIAN COORDINATES (ANGSTROEM)
1 C 2.70 -0.72 -1.10  -0.151
2 C 0.69 1.33 -0.81  -0.283
3 C -0.36 2.09 -0.12  -0.759
4 C 0.52 -1.33 0.89  -1.021
5 P 4.31 -0.69 -0.57  -0.088
6 P 4.65 0.53 1.01  0.021
7 P 1.48 0.06 -0.12  0.118
8 H 2.30 -1.42 -1.91  0.365
9 H 0.08 2.63 0.75  0.273
10 H -1.25 1.57 0.37  0.232
11 H -0.81 3.00 -0.68  0.268
12 H 0.84 -2.35 0.66  0.367
13 H -0.57 -1.25 0.79  0.326
14 H 0.78 -1.13 1.85  0.331

---

Record 4
Molecular formula: C3H8O2
Method: DFT, ωB97M-V/def2-TZVPD

The total energy is -269.5705 Eh. Its spin multiplicity is 1. The SMILES is C[C@@H](O)CO. The calculation puts the LUMO energy at 0.8 eV. The HOMO-LUMO gap is 0.40145 Ha. The value obtained for the energy above the lowest of the compared OMol25 structures with the same formula, charge and spin is 64.0 kJ/mol.

Each line ends with the Mulliken charge.
CARTESIAN COORDINATES (ANGSTROEM)
1 C -1.58 0.29 0.26  -1.309
2 C -0.33 -0.48 -0.13  0.438
3 O -0.22 -0.44 -1.54  -0.552
4 C 0.92 0.14 0.49  -0.513
5 O 2.06 -0.33 -0.22  -0.548
6 H -1.49 1.33 -0.10  0.362
7 H -1.72 0.31 1.34  0.345
8 H -2.46 -0.16 -0.21  0.315
9 H -0.41 -1.52 0.21  0.182
10 H 0.71 -0.66 -1.72  0.359
11 H 0.85 1.24 0.43  0.354
12 H 1.00 -0.14 1.55  0.257
13 H 2.66 0.41 -0.36  0.308

---

Record 5
Molecular formula: C25H45N4O14
Method: DFT, ωB97M-V/def2-TZVPD

The total energy is -2251.7349 Eh. The charge is +1. Its spin multiplicity is 1. The calculation puts the LUMO energy at -4.2 eV. The HOMO-LUMO gap is 0.25347 Ha.

Each line ends with the Mulliken charge.
CARTESIAN COORDINATES (ANGSTROEM)
1 C 5.32 -0.47 0.72  -0.740
2 O 4.97 0.35 -0.39  -0.392
3 C 3.86 1.18 -0.10  -0.099
4 C 3.52 1.94 -1.38  -0.906
5 C 2.16 2.65 -1.34  -0.388
6 C 1.92 3.48 -0.06  -1.145
7 C 0.88 2.90 0.92  -0.946
8 C -0.57 3.40 0.73  0.605
9 C -0.93 3.75 -0.71  0.178
10 C -2.42 4.14 -0.95  -1.813
11 N -3.32 3.85 0.17  0.421
12 C -3.84 2.52 0.54  -0.256
13 C -3.50 1.39 -0.43  -0.556
14 C -3.00 0.17 0.35  -0.015
15 N -3.50 0.02 1.66  -0.188
16 O -2.23 -0.59 -0.18  -0.518
17 C -3.67 4.89 0.97  0.069
18 N -3.38 4.90 2.26  -0.250
19 N -4.40 5.98 0.48  -0.584
20 H 4.45 -0.99 1.14  0.307
21 H 6.00 -1.22 0.34  0.221
22 H 5.83 0.14 1.46  0.368
23 H 4.17 1.88 0.69  0.311
24 H 3.01 0.56 0.21  0.150
25 H 3.49 1.19 -2.17  0.288
26 H 4.34 2.61 -1.63  0.240
27 H 2.16 3.35 -2.18  0.234
28 H 1.37 1.93 -1.55  0.334
29 H 1.67 4.51 -0.34  0.571
30 H 2.86 3.56 0.48  0.599
31 H 0.93 1.81 0.87  0.382
32 H 1.21 3.18 1.92  0.376
33 H -0.75 4.26 1.38  0.191
34 H -1.22 2.57 1.03  -0.352
35 H -0.33 4.60 -1.02  0.427
36 H -0.64 2.93 -1.37  0.013
37 H -2.76 3.62 -1.84  0.394
38 H -2.45 5.19 -1.21  0.431
39 H -3.52 2.29 1.56  0.212
40 H -4.93 2.60 0.60  0.425
41 H -4.40 1.08 -0.96  0.431
42 H -2.72 1.61 -1.15  0.218
43 H -3.79 -0.93 1.84  0.285
44 H -2.86 0.36 2.36  0.227
45 H -2.95 4.04 2.59  0.248
46 H -2.94 5.75 2.61  0.330
47 H -5.33 5.60 0.29  0.356
48 H -4.05 6.28 -0.43  0.372
49 C -6.70 1.36 5.61  -0.320
50 C -6.30 -0.09 5.53  -0.311
51 O -5.25 -0.06 4.55  -0.302
52 C -4.73 1.18 4.53  0.619
53 O -3.73 1.48 3.95  -0.548
54 O -5.48 2.03 5.25  -0.325
55 H -7.03 1.66 6.60  0.298
56 H -7.47 1.63 4.88  0.254
57 H -5.89 -0.47 6.46  0.285
58 H -7.11 -0.75 5.20  0.294
59 C 3.49 -3.46 -0.35  -0.065
60 C 3.27 -4.92 -0.66  -0.040
61 O 4.40 -5.54 -0.03  -0.372
62 C 4.84 -4.73 0.95  0.581
63 O 5.66 -5.01 1.76  -0.552
64 O 4.22 -3.52 0.88  -0.342
65 H 2.57 -2.90 -0.23  0.255
66 H 4.11 -2.95 -1.10  0.105
67 H 2.36 -5.31 -0.22  0.157
68 H 3.26 -5.12 -1.73  0.281
69 C -2.14 -4.99 -1.68  -0.375
70 C -1.22 -3.82 -1.38  -0.083
71 O -0.14 -4.46 -0.70  -0.256
72 C -0.11 -5.76 -1.07  0.667
73 O 0.77 -6.51 -0.82  -0.538
74 O -1.23 -6.08 -1.77  -0.354
75 H -2.69 -4.87 -2.60  0.321
76 H -2.84 -5.19 -0.86  0.282
77 H -0.84 -3.35 -2.28  0.234
78 H -1.68 -3.06 -0.75  0.099
79 C 5.20 -4.68 -4.53  -0.321
80 C 5.81 -3.44 -5.13  -0.350
81 O 4.69 -2.54 -5.20  -0.334
82 C 3.78 -2.94 -4.28  0.610
83 O 2.82 -2.31 -3.97  -0.524
84 O 4.12 -4.14 -3.76  -0.245
85 H 5.88 -5.24 -3.90  0.327
86 H 4.78 -5.35 -5.29  0.255
87 H 6.57 -2.99 -4.49  0.262
88 H 6.24 -3.60 -6.12  0.304

---

Record 6
Molecular formula: C17H20N4O2S
Method: DFT, ωB97M-V/def2-TZVPD

The total energy is -1427.5759 Eh. Its spin multiplicity is 1. The SMILES is Nc1nc(SCC(=O)NC2CCCC2)[nH]c(=O)c1-c1ccccc1. The calculation puts the LUMO energy at 0.3 eV. The HOMO-LUMO gap is 0.29286 Ha. The value obtained for the energy above the lowest of the compared OMol25 structures with the same formula, charge and spin is 2.6 kJ/mol.

Each line ends with the Mulliken charge.
CARTESIAN COORDINATES (ANGSTROEM)
1 N -2.37 3.97 0.34  -0.440
2 C -1.37 3.04 0.33  0.583
3 C -0.17 3.22 -0.32  -0.021
4 C 0.80 2.15 -0.30  0.230
5 O 1.88 2.12 -0.84  -0.716
6 N 0.40 1.03 0.48  0.099
7 C -0.77 0.99 1.11  0.429
8 N -1.66 1.93 1.07  -0.629
9 S -1.24 -0.39 2.10  -0.131
10 C 0.37 -1.17 2.52  -1.077
11 H 1.09 -0.37 2.73  0.457
12 H 0.18 -1.75 3.42  0.417
13 C 0.83 -2.02 1.35  0.783
14 O 1.54 -1.56 0.48  -0.807
15 N 0.37 -3.28 1.36  -0.223
16 H -0.27 -3.57 2.08  0.297
17 C 0.61 -4.22 0.28  0.014
18 H 1.36 -3.75 -0.36  0.474
19 C 1.08 -5.57 0.83  -0.883
20 H 1.57 -5.46 1.80  0.359
21 C -0.19 -6.42 0.89  -0.585
22 H 0.03 -7.49 0.94  0.370
23 H -0.79 -6.15 1.76  0.252
24 C -0.92 -6.03 -0.39  -0.560
25 H -1.97 -6.29 -0.37  0.354
26 H -0.45 -6.53 -1.24  0.289
27 C -0.70 -4.51 -0.49  -0.863
28 H -0.63 -4.18 -1.53  0.295
29 H -1.52 -3.98 -0.02  0.291
30 H 1.79 -6.02 0.14  0.290
31 H 1.04 0.23 0.43  0.226
32 C 0.15 4.44 -1.07  0.233
33 C 0.72 4.36 -2.34  -0.417
34 C 1.02 5.51 -3.05  -0.655
35 C 0.77 6.76 -2.50  -0.394
36 C 0.22 6.85 -1.23  -0.595
37 C -0.08 5.70 -0.52  -0.291
38 H -0.48 5.78 0.48  0.477
39 H 0.03 7.82 -0.79  0.377
40 H 1.00 7.65 -3.05  0.376
41 H 1.45 5.43 -4.04  0.370
42 H 0.92 3.39 -2.77  0.402
43 H -3.26 3.64 0.68  0.278
44 H -2.36 4.68 -0.37  0.264